[1]
Below is a 3-piece molecular cluster, C17H47BN5O4 overall, with properties calculated with ωB97M-V/def2-TZVPD.

The geometry in XYZ format:
```
74
Properties=species:S:1:pos:R:3:forces:R:3:lowdin_charge:R:1
C 3.23426 0.43731 0.20513 0.00 0.06 0.12 -0.09
C 2.65285 -0.86767 0.77957 -0.01 0.19 0.22 -0.21
C 1.46246 -1.45292 0.00713 0.14 0.07 0.00 -0.18
N 0.22503 -1.54360 0.82472 -0.04 -0.07 -0.32 0.03
N -0.79128 -0.60299 0.39644 0.04 -0.04 0.25 0.01
C -0.34330 0.79768 0.68314 0.19 0.38 0.06 -0.09
C -1.41634 1.83926 0.34497 0.13 0.07 0.09 -0.15
C -2.17361 2.31529 1.58632 0.21 0.00 -0.11 -0.17
C -1.24506 2.97260 2.61644 -0.05 -0.07 0.04 -0.25
N -0.93437 1.99539 3.67690 0.04 0.05 0.12 0.00
B -2.11569 -0.86028 1.18836 0.25 -0.16 0.03 -0.72
O -2.06758 -1.03076 2.51422 0.06 0.41 0.23 0.25
O -3.18072 -0.92455 0.40308 -0.13 0.00 -0.15 0.12
C -4.51801 -0.95202 0.97244 -0.09 -0.05 -0.09 -0.18
C -5.52164 -0.77067 -0.13657 -0.09 -0.18 0.12 -0.05
H 4.27560 0.32307 -0.08826 -0.03 -0.03 -0.11 0.07
H 2.67731 0.79600 -0.66435 0.08 -0.06 -0.06 0.06
H 3.21128 1.23799 0.94512 0.00 0.00 0.00 0.07
H 3.43751 -1.61958 0.86235 0.00 -0.01 -0.08 0.09
H 2.31154 -0.68724 1.80052 0.00 -0.07 -0.01 0.11
H 1.27310 -0.84939 -0.88782 -0.05 -0.14 -0.07 0.12
H 1.68740 -2.46413 -0.33266 -0.02 0.01 0.00 0.11
H -0.17990 -2.46478 0.68938 -0.09 0.03 0.12 0.14
H -0.98300 -0.68945 -0.60743 -0.03 0.06 0.01 0.19
H 0.58271 0.99037 0.14627 -0.07 -0.21 -0.18 0.11
H -0.09417 0.81616 1.74538 -0.03 -0.01 -0.01 0.12
H -2.11443 1.48612 -0.41797 0.08 -0.10 -0.03 0.12
H -0.91084 2.69256 -0.10617 -0.08 0.02 -0.04 0.11
H -2.96129 2.99830 1.26930 -0.04 -0.05 0.04 0.12
H -2.62207 1.45546 2.09379 -0.33 0.15 -0.09 0.09
H -0.30463 3.26890 2.14297 -0.01 -0.03 0.01 0.12
H -1.69457 3.89305 2.99958 -0.02 -0.05 0.06 0.11
H -0.20904 2.35614 4.28938 0.01 -0.03 -0.06 0.08
H -1.75047 1.88437 4.27255 0.02 -0.03 -0.05 0.08
H -1.32896 -0.60816 2.98707 -0.10 -0.26 -0.10 0.12
H -4.58899 -0.15206 1.71016 0.04 -0.03 0.02 0.13
H -4.65418 -1.90973 1.47361 0.03 0.03 0.05 0.13
H -5.51547 -1.62697 -0.81022 0.08 0.07 -0.07 0.09
H -5.33425 0.14297 -0.69874 -0.02 0.00 0.01 0.08
H -6.51670 -0.72052 0.30707 -0.01 0.09 -0.05 0.09
C -2.34843 5.34449 -4.65265 -0.02 0.02 -0.02 -0.06
C -2.99103 4.07059 -4.11615 0.11 0.02 -0.03 -0.43
C -3.45368 4.17147 -2.65873 -0.09 -0.07 0.00 -0.20
O -2.40867 4.11441 -1.69886 0.04 0.02 0.03 -0.22
C -1.74388 5.34159 -1.45283 0.00 -0.03 0.06 -0.10
N -2.08192 2.94499 -4.34430 -0.08 -0.05 0.15 0.04
H -1.33137 5.46711 -4.27860 -0.01 0.00 0.02 0.07
H -2.28935 5.30068 -5.73874 0.02 -0.02 0.00 0.08
H -2.92541 6.22855 -4.37679 0.00 0.00 0.00 0.08
H -3.89366 3.87992 -4.70476 -0.03 0.01 0.03 0.14
H -4.09149 3.30995 -2.44193 0.03 -0.01 0.03 0.12
H -4.05533 5.07486 -2.49979 0.02 0.02 -0.04 0.12
H -2.43369 6.18681 -1.52335 0.01 0.01 0.00 0.10
H -0.91208 5.50445 -2.14112 -0.03 0.03 -0.02 0.08
H -1.34654 5.30159 -0.43737 -0.01 0.00 0.00 0.08
H -2.54789 2.07161 -4.11924 -0.02 0.00 -0.08 0.07
H -1.30902 3.02031 -3.68926 0.04 0.03 -0.06 0.06
C 4.43772 -6.83537 0.58631 -0.04 -0.02 0.00 -0.07
C 4.49606 -5.83214 1.73338 0.09 -0.07 -0.07 -0.44
C 4.12269 -4.40194 1.32463 -0.06 0.08 0.08 -0.23
O 5.11437 -3.70240 0.59981 -0.04 0.06 -0.06 -0.20
C 5.16757 -3.97247 -0.78816 0.02 0.03 0.01 -0.10
N 5.80633 -5.91652 2.37309 -0.04 0.17 0.02 0.05
H 5.30051 -6.73687 -0.07269 0.00 0.02 0.00 0.07
H 4.44789 -7.84976 0.98137 0.03 0.00 0.01 0.08
H 3.53244 -6.70953 -0.01130 0.00 0.00 0.00 0.08
H 3.75217 -6.13458 2.47801 -0.03 0.03 -0.01 0.14
H 3.96886 -3.81294 2.23357 0.02 -0.01 0.01 0.12
H 3.17679 -4.39537 0.75880 0.00 -0.08 0.01 0.11
H 4.16541 -4.14964 -1.19533 0.00 -0.01 -0.01 0.09
H 5.79471 -4.83609 -1.01672 -0.03 -0.02 -0.01 0.08
H 5.59816 -3.09740 -1.27339 0.01 0.00 0.00 0.09
H 5.82287 -5.35683 3.21936 -0.02 -0.07 0.04 0.07
H 6.49842 -5.49506 1.76056 0.02 -0.07 -0.02 0.07
```
Positions in Å, forces in eV/Å.

Computed properties:
- maximum force (eV Å⁻¹) = 0.48
- spin multiplicity = 1
- energy (eV) = -34703.535
- orbital gap (eV) = 8.530
- HOMO (eV) = -11.0
- net charge = +1
- E_LUMO (eV) = -2.47

---

[2]
Below is a 7-piece molecular cluster, C17H47Cl6O20P5 overall in a non-equilibrium geometry, with properties calculated with ωB97M-V/def2-TZVPD.

The geometry in XYZ format:
```
95
Properties=species:S:1:pos:R:3:forces:R:3:lowdin_charge:R:1
C 43.99600 0.25462 17.14053 2.23 -1.50 0.88 -0.16
O 42.93249 1.06169 16.98072 -2.87 2.10 -0.66 -0.22
P 42.60593 2.41847 17.77072 -0.63 0.06 -0.96 0.51
O 41.29111 3.00013 17.39684 1.58 -0.85 0.89 -0.23
O 42.88062 1.98201 19.31871 0.86 1.43 -2.78 -0.21
C 41.90840 1.28962 20.05739 -0.73 -0.36 2.25 -0.12
O 43.83525 3.39720 17.27538 -0.64 -1.96 2.69 -0.23
C 43.77242 3.84320 15.95852 1.08 1.05 -1.29 -0.15
H 44.42288 -0.07421 16.19304 -0.16 0.22 -0.27 0.09
H 43.71092 -0.65132 17.67541 -0.02 -0.10 0.17 0.09
H 44.78471 0.75643 17.70110 0.27 -0.11 0.09 0.09
H 42.43768 0.58602 20.69998 0.23 -0.17 -0.21 0.09
H 41.07968 0.74144 19.60928 0.29 0.44 -0.92 0.07
H 41.46852 1.99612 20.76128 -0.30 0.09 -0.17 0.07
H 44.76513 3.84752 15.50840 0.50 -0.49 0.35 0.08
H 43.59461 4.91767 16.00316 -1.05 -0.13 -0.41 0.09
H 43.19941 3.22863 15.26422 -0.69 0.36 0.37 0.10
C 44.75558 -3.98116 15.36506 -0.52 1.53 -0.21 -0.13
O 43.81326 -5.03560 15.31594 -1.18 -0.57 0.73 -0.24
P 42.33920 -4.69819 15.96464 -0.10 0.81 1.27 0.50
O 42.42402 -4.09684 17.35791 -0.35 -0.85 -3.39 -0.26
O 41.62411 -6.11137 15.95355 0.49 0.50 0.09 -0.23
C 41.74249 -7.04086 14.85602 -0.33 0.92 0.27 -0.08
O 41.52040 -3.88367 14.76406 1.67 -1.96 2.38 -0.24
C 41.21953 -2.50991 14.99970 -0.68 0.43 -0.96 -0.13
H 44.46792 -3.28306 16.15119 0.08 0.09 0.15 0.07
H 44.64684 -3.45354 14.41749 0.48 0.16 -0.09 0.09
H 45.79878 -4.23068 15.55889 -0.28 -0.82 -0.19 0.09
H 42.40981 -7.82709 15.20904 -0.17 -0.11 -0.47 0.09
H 42.10632 -6.49795 13.98368 0.25 -0.39 -0.08 0.08
H 40.71946 -7.35395 14.64747 0.23 -0.41 0.03 0.09
H 42.12763 -1.96113 15.24929 -0.29 0.24 -0.01 0.08
H 40.40513 -2.34360 15.70482 0.36 -0.22 0.32 0.04
H 40.79121 -2.24442 14.03319 0.32 0.71 0.08 0.09
C 31.46826 6.61531 15.01698 -1.45 -1.39 -0.43 -0.10
O 32.25358 5.42977 15.07977 1.14 -1.77 -0.50 -0.24
P 32.38777 4.39199 13.84328 0.21 0.01 -0.90 0.51
O 32.98795 5.08173 12.66104 -1.02 -1.11 1.10 -0.26
O 30.83384 3.82120 13.63786 3.17 2.15 1.45 -0.24
C 30.48546 2.97031 12.60068 -1.44 -1.56 0.06 -0.15
O 33.22842 3.08432 14.35858 -3.53 1.82 0.49 -0.23
C 34.61341 3.31760 14.51480 1.18 -0.49 -0.99 -0.15
H 31.08082 6.74300 14.00620 0.41 0.51 -0.16 0.08
H 31.96040 7.49993 15.42112 0.11 -0.38 -0.04 0.09
H 30.60131 6.25572 15.57122 -0.29 1.11 0.48 0.09
H 30.47272 1.96427 13.01999 0.36 -0.33 -0.26 0.08
H 31.04509 2.96910 11.66532 0.20 0.55 0.22 0.09
H 29.42428 3.17856 12.46413 0.02 0.11 -0.71 0.08
H 34.81006 4.26324 15.01996 0.21 -0.03 -0.27 0.09
H 34.91666 3.23524 13.47108 1.14 0.72 0.25 0.08
H 35.10682 2.50333 15.04549 -0.46 0.03 0.25 0.04
C 38.72494 3.88931 22.84575 0.41 -0.86 -0.14 -0.09
O 37.62689 3.25902 22.14039 0.51 0.42 -1.14 -0.25
P 37.76628 2.99312 20.53094 0.04 -1.34 -1.85 0.57
O 38.72600 1.89476 20.07698 -1.83 3.19 1.62 -0.27
O 36.19420 2.68674 20.09163 2.27 0.35 1.57 -0.26
C 35.48990 1.48530 20.49895 -1.03 -0.08 -0.74 -0.11
O 38.07053 4.52818 19.93625 -1.49 -2.70 1.92 -0.23
C 39.34646 4.75946 19.39197 0.73 0.62 -0.83 -0.14
H 39.65143 4.01312 22.28504 -0.22 -0.10 -0.69 0.07
H 39.01119 3.16248 23.60594 -0.23 0.41 0.47 0.08
H 38.48901 4.88449 23.22263 -0.51 -0.30 0.12 0.09
H 35.04776 1.47598 21.49521 0.46 0.75 0.36 0.08
H 35.94173 0.50150 20.37210 0.94 0.45 -0.30 0.07
H 34.63205 1.48706 19.82648 0.03 -0.04 -0.07 0.08
H 39.61406 5.79945 19.57881 -0.36 0.23 -0.09 0.08
H 39.25407 4.59145 18.31897 0.64 -0.15 0.07 0.08
H 40.16324 4.20698 19.85645 -0.26 -0.58 -0.25 0.07
C 35.48396 -3.32829 20.48663 -0.36 1.27 1.47 -0.07
O 36.36983 -2.16639 20.64802 0.85 -0.43 -0.44 -0.25
P 37.99205 -2.11153 20.75277 -0.40 0.19 -2.22 0.44
O 38.56987 -3.05895 21.69685 0.08 -0.46 0.35 -0.25
O 38.43761 -2.31029 19.17416 -0.52 0.46 2.11 -0.23
C 39.48427 -1.45623 18.62851 -0.51 0.49 0.85 -0.10
O 38.33774 -0.56983 21.10189 -0.56 -1.51 -0.15 -0.25
C 38.19884 -0.11193 22.44978 -0.05 0.12 0.53 -0.11
H 35.77558 -4.21658 19.92629 0.62 0.60 -0.29 0.09
H 34.55921 -2.87138 20.13424 0.18 -0.25 -0.59 0.08
H 35.21916 -3.63201 21.49942 0.28 -0.34 0.09 0.08
H 39.03067 -0.48188 18.44685 0.15 -0.03 -0.35 0.04
H 39.89492 -1.89384 17.71858 -0.20 -0.07 0.35 0.05
H 40.22783 -1.31922 19.41365 0.41 -0.19 -0.30 0.07
H 37.29052 0.48501 22.53177 0.13 0.13 -0.07 0.07
H 39.06843 0.46976 22.75562 0.00 0.30 -0.60 0.08
H 38.15923 -0.88055 23.22162 -0.18 -0.60 -0.45 0.08
C 36.50554 -0.01821 12.21407 0.16 -0.71 0.27 -1.52
Cl 34.74239 -0.29203 12.17669 0.38 -0.12 -0.15 0.49
Cl 37.01400 1.20295 11.11783 0.02 0.70 -0.74 0.53
Cl 37.44787 -1.55134 11.81200 -0.80 0.87 0.64 0.43
H 36.72258 0.38317 13.20396 0.34 -0.65 0.12 -0.04
C 38.45040 1.88584 16.05813 -0.18 0.53 0.73 -1.48
Cl 37.87214 2.57941 14.48442 -0.47 1.24 -1.91 0.33
Cl 39.31828 0.33672 15.75127 1.55 -1.65 -0.25 0.39
Cl 37.04981 1.59335 17.16778 -1.29 -0.13 1.11 0.40
H 39.07744 2.62376 16.55854 0.36 -0.10 -0.08 -0.04
```
Positions in Å, forces in eV/Å.

Computed properties:
- maximum force (eV Å⁻¹) = 4.10
- spin multiplicity = 2
- ⟨S²⟩ = 0.75
- energy (eV) = -180927.525
- orbital gap (alpha / beta) (eV) = 2.275 / 8.517
- HOMO (alpha / beta) (eV) = 0.0 / -6.3
- net charge = -1
- E_LUMO (alpha / beta) (eV) = 2.26 / 2.24

---

[3]
Below is a 7-piece molecular cluster, C17H48O11 overall in a non-equilibrium geometry, with properties calculated with ωB97M-V/def2-TZVPD.

The geometry in XYZ format:
```
76
Properties=species:S:1:pos:R:3:forces:R:3:lowdin_charge:R:1
C 2.99587 -3.38271 0.43333 0.07 -0.38 0.41 -0.04
C 2.12069 -2.23100 -0.03181 0.17 -0.33 0.62 -0.51
C 2.81564 -0.89624 0.13438 -0.46 0.36 -1.26 -0.05
O 1.74910 -2.44677 -1.38409 0.04 0.58 -0.20 -0.05
H 4.01014 -3.32249 0.03515 -0.08 0.04 -0.20 0.09
H 2.54801 -4.33139 0.12615 0.07 0.00 -0.08 0.07
H 3.08732 -3.44550 1.52163 -0.08 0.25 -0.01 0.08
H 1.22384 -2.19669 0.60312 -0.13 -0.21 -0.07 0.11
H 2.11207 -0.08753 -0.09355 0.06 -0.27 0.49 0.02
H 3.56265 -0.75093 -0.65233 0.40 -0.31 0.39 0.08
H 3.22039 -0.77732 1.13426 0.13 0.06 0.02 0.09
H 1.32072 -3.31062 -1.42944 -0.18 0.00 0.03 0.05
C -3.61975 3.27913 -1.46092 -0.71 0.11 -0.23 -0.05
C -3.27375 2.63188 -2.79687 0.28 0.29 0.83 -0.46
C -2.44386 3.55620 -3.65370 0.48 0.10 -0.69 -0.06
O -2.51659 1.44475 -2.47572 -0.12 -0.02 -0.28 -0.08
H -2.79849 3.84086 -1.01650 0.19 -0.25 0.03 0.09
H -4.01564 2.53260 -0.77077 0.21 -0.02 0.09 0.08
H -4.43489 3.99361 -1.60883 0.10 0.03 -0.07 0.09
H -4.19816 2.33563 -3.29934 0.04 -0.02 -0.06 0.14
H -2.30087 3.15450 -4.66291 -0.16 0.03 0.02 0.08
H -1.43475 3.68013 -3.25284 -0.12 -0.08 0.29 0.09
H -2.86285 4.55820 -3.75140 -0.23 -0.10 0.03 0.09
H -2.28716 1.00762 -3.30529 0.10 -0.02 0.16 0.11
C 4.18125 3.51969 -3.05904 0.06 0.12 0.15 -0.06
C 4.03656 2.55834 -1.87441 0.63 -0.08 -0.60 -0.48
C 2.59614 2.34676 -1.51177 -0.82 0.02 0.07 -0.07
O 4.68964 1.30824 -2.16727 -0.52 0.14 -0.03 -0.06
H 5.18226 3.46667 -3.48558 0.06 -0.03 0.14 0.08
H 4.00796 4.54900 -2.73495 -0.06 -0.02 -0.04 0.08
H 3.47483 3.29710 -3.86268 -0.06 -0.11 0.08 0.08
H 4.59111 2.96011 -1.02223 -0.07 -0.01 -0.02 0.14
H 2.46650 1.62375 -0.70573 0.14 0.37 0.05 0.05
H 2.00334 1.96830 -2.35545 0.27 -0.06 -0.13 0.09
H 2.11676 3.29371 -1.25141 0.08 -0.04 0.22 0.09
H 4.04579 0.78963 -2.66903 0.26 -0.07 0.02 0.08
O -1.01198 3.71753 1.75430 -0.11 -0.81 0.08 -0.07
C -1.28310 3.23768 3.06340 -0.23 0.99 0.34 -0.25
C -2.61611 2.53725 3.14723 -0.52 -0.58 -0.42 -0.21
O -2.59863 1.28644 2.42960 0.06 0.33 0.11 -0.10
H -0.98262 2.91781 1.19000 0.30 0.56 -0.13 0.04
H -0.45793 2.63091 3.45012 -0.11 -0.30 -0.09 0.11
H -1.33685 4.11744 3.71416 0.04 0.01 -0.08 0.12
H -3.42111 3.13050 2.70237 0.27 0.41 -0.03 0.12
H -2.94922 2.35288 4.16839 0.37 -0.28 0.09 0.12
H -2.32462 1.51361 1.52415 -0.03 -0.19 0.05 0.05
O -1.61900 -1.21928 1.63374 -0.75 0.16 0.14 -0.09
C -1.54448 -0.87879 0.24814 0.48 -0.05 0.45 -0.19
C -0.49375 0.21454 0.03254 0.23 -0.49 -0.23 -0.20
O -1.05005 1.52276 -0.02252 -0.14 0.12 0.07 -0.11
H -2.19979 -0.57047 2.07883 0.42 -0.18 -0.08 0.07
H -1.27153 -1.80429 -0.25921 0.16 0.13 -0.09 0.10
H -2.51460 -0.55487 -0.13930 -0.03 0.03 0.01 0.13
H 0.13849 0.00128 -0.83768 -0.37 0.15 -0.22 0.11
H 0.20010 0.18617 0.87380 -0.20 0.10 0.15 0.12
H -1.52265 1.63064 -0.86528 0.03 -0.14 -0.10 0.06
O -0.13714 -4.74108 -1.03553 0.53 0.33 -0.48 -0.06
C -1.52811 -4.54056 -0.97444 -1.33 -0.71 0.40 -0.24
C -2.27820 -5.71542 -1.59443 0.35 -0.46 -0.65 -0.23
O -2.09188 -6.90620 -0.82043 0.08 0.25 -0.15 -0.06
H 0.10362 -5.51246 -0.51397 -0.18 0.03 0.17 0.10
H -1.84178 -4.45506 0.07127 -0.04 0.13 -0.01 0.13
H -1.84048 -3.63469 -1.49444 0.54 0.11 -0.09 0.12
H -1.90388 -5.87794 -2.61587 0.21 0.05 0.15 0.12
H -3.35011 -5.58497 -1.75865 0.00 0.37 0.61 0.12
H -1.31152 -7.35074 -1.16327 -0.09 -0.12 0.05 0.08
O 1.96848 0.08861 4.55805 0.31 -0.32 0.12 -0.08
C 0.81353 -0.76186 4.53793 0.44 0.71 -0.83 -0.22
C 1.17463 -2.00161 3.70469 -0.78 0.59 0.59 -0.24
O 0.02130 -2.79056 3.50535 0.16 -0.47 0.26 -0.07
H 1.73782 1.01549 4.49109 -0.25 0.00 0.04 0.07
H 0.48898 -0.96772 5.55793 -0.02 -0.32 -0.04 0.12
H 0.01188 -0.24155 4.00018 -0.18 -0.12 0.14 0.11
H 1.91208 -2.59398 4.24314 0.07 -0.13 -0.20 0.12
H 1.56757 -1.64776 2.74874 0.28 -0.02 0.06 0.09
H -0.62918 -2.26692 3.02369 -0.04 0.09 -0.32 0.04
```
Positions in Å, forces in eV/Å.

Computed properties:
- maximum force (eV Å⁻¹) = 1.56
- structure (SMILES) = CC(C)O.CC(C)O.CC(C)O.OCCO.OCCO.OCCO.OCCO
- spin multiplicity = 1
- energy (eV) = -40928.221
- orbital gap (eV) = 9.922
- HOMO (eV) = -9.7
- net charge = 0
- E_LUMO (eV) = 0.24